w | 14
Properties=species:S:1:pos:R:3 method="wB97M-V/def2-TZVPD" e_homo_ev=-8.41
N -0.283 0.875 -2.514
C 0.189 1.683 -1.526
N 0.309 1.471 -0.285
C -0.201 0.281 0.215
C 0.377 -0.415 1.226
C -0.225 -1.620 1.794
O 0.405 -2.092 2.876
S -1.474 -2.467 1.166
H -0.442 -0.108 -2.327
H -0.301 1.198 -3.442
H 0.449 2.678 -1.900
H -1.170 -0.067 -0.132
H 1.262 0.012 1.726
H 1.104 -1.429 3.124

---

x | 14
Properties=species:S:1:pos:R:3 method="wB97M-V/def2-TZVPD" e_homo_ev=-9.66 smiles="O=C1CN=C(CS)N1"
O 2.329 1.909 -0.106
C 1.575 0.944 -0.075
C 1.838 -0.469 0.341
N 0.563 -1.151 0.295
C -0.282 -0.302 -0.186
C -1.699 -0.657 -0.446
S -2.889 0.530 0.242
N 0.236 0.952 -0.451
H 2.265 -0.576 1.347
H 2.650 -0.927 -0.236
H -1.872 -1.687 -0.099
H -1.860 -0.690 -1.523
H -2.594 0.300 1.547
H -0.260 1.821 -0.650

---

y | 14
Properties=species:S:1:pos:R:3 method="wB97M-V/def2-TZVPD" e_homo_ev="-7.65 / -7.74"
C -0.442 -0.511 -0.046
C -0.468 0.852 -0.317
C 1.456 1.324 0.436
C -1.910 -1.066 -0.040
N 0.480 -1.380 0.343
N 2.507 0.575 0.149
O 0.631 1.697 -0.588
S 2.091 -1.185 0.424
H -1.343 1.385 -0.348
H 0.963 1.133 1.280
H -2.111 -1.783 0.678
H -2.119 -1.640 -1.093
H -2.561 -0.164 -0.038
H 2.827 0.764 -0.841

---

Stability check: which of them is most stable? x.

---

w | 35
Properties=species:S:1:pos:R:3 method="wB97M-V/def2-TZVPD" total_charge=-1 e_homo_ev=-8.30
B 0.517 0.248 0.757
F 1.912 0.322 0.858
F 0.088 -0.745 -0.145
F 0.114 -0.073 2.031
F -0.084 1.495 0.424
O 0.101 1.138 -4.554
H -0.443 0.988 -3.781
H 0.248 0.264 -4.917
O 6.318 -1.537 0.261
H 6.383 -1.279 -0.658
H 5.437 -1.270 0.523
O -3.403 1.601 4.850
H -3.780 2.392 4.467
H -2.572 1.484 4.391
O -1.886 5.077 -4.268
H -2.510 4.715 -4.897
H -1.210 4.404 -4.185
O -3.883 -3.310 4.217
H -3.662 -2.386 4.336
H -3.156 -3.667 3.707
O 0.593 -4.457 3.052
H 0.398 -4.846 2.200
H 0.960 -3.598 2.845
O 3.010 4.548 -0.752
H 3.821 4.039 -0.749
H 2.360 3.966 -0.356
O 4.015 -2.224 -3.224
H 3.989 -3.147 -3.474
H 3.263 -2.111 -2.642
O -4.417 5.998 0.555
H -3.472 5.860 0.617
H -4.747 5.800 1.432
O -1.347 -6.536 -0.594
H -1.062 -5.960 -1.304
H -1.892 -7.195 -1.023

---

x | 35
Properties=species:S:1:pos:R:3 method="wB97M-V/def2-TZVPD" total_charge=-1 e_homo_ev=-7.84
B 0.091 -0.291 -0.525
F 0.750 -0.902 0.551
F -0.806 -1.124 -1.058
F -0.459 0.863 -0.149
F 1.057 -0.185 -1.467
O -1.036 2.836 -1.852
H -0.459 2.073 -1.870
H -0.863 3.288 -2.678
O -0.392 -3.541 -0.062
H -0.993 -3.345 0.657
H -0.310 -2.714 -0.537
O 0.236 -0.076 -3.974
H 0.781 0.703 -4.087
H 0.473 -0.411 -3.110
O -0.500 -1.898 3.369
H 0.294 -1.788 2.845
H -1.044 -1.144 3.141
O -1.630 1.329 3.089
H -2.160 2.125 3.049
H -1.908 0.818 2.329
O 2.419 0.407 2.614
H 2.983 -0.321 2.354
H 2.271 0.897 1.804
O -3.141 -0.148 -1.816
H -2.774 0.090 -2.667
H -2.463 -0.684 -1.404
O 2.195 1.999 0.163
H 2.385 2.561 -0.587
H 1.272 1.767 0.062
O 4.038 -0.657 -0.681
H 4.180 -0.863 0.243
H 3.114 -0.855 -0.831
O -2.686 -0.021 1.288
H -2.734 -0.977 1.292
H -2.182 0.190 0.502

---

Stability check: which of them is most stable? x.